No. 1
Computed, not measured: a molecular structure, C21H24Br3N2O4PRuS2 in a non-equilibrium geometry, with ωB97M-V/def2-TZVPD.

Each line ends with the Löwdin charge.
Positions of all 58 atoms, in Å:
1 Ru 0.63768 1.05056 -0.34515  0.908
2 O -2.40164 1.77783 5.02759  0.150
3 C -1.75150 1.72663 3.87672  -0.277
4 C -1.45632 2.84403 3.08636  0.043
5 C -0.76043 2.66443 1.92013  -0.116
6 N -0.34259 1.45476 1.50279  -0.162
7 C -0.66875 0.38917 2.24797  -0.701
8 Br -0.16029 -1.26404 1.50776  0.943
9 C -1.35129 0.46268 3.43075  0.004
10 H -2.66410 2.67441 5.27551  0.146
11 H -1.77304 3.83669 3.37698  0.137
12 H -0.51468 3.50603 1.28569  0.128
13 H -1.59877 -0.41976 4.00321  0.140
14 C 2.80358 2.30565 2.01335  -0.011
15 C 3.31661 1.07784 1.33282  -0.265
16 C 4.58263 0.55590 1.65641  0.031
17 C 5.08398 -0.53230 0.98687  0.036
18 C 4.31553 -1.13235 -0.02808  -0.166
19 C 4.70643 -2.23526 -0.83439  -0.595
20 Br 6.38074 -3.02634 -0.61274  0.914
21 C 3.85275 -2.74171 -1.78955  -0.126
22 C 2.57847 -2.18715 -1.97062  -0.570
23 Br 1.40078 -2.90935 -3.22121  0.925
24 C 2.17104 -1.09523 -1.21282  -0.395
25 O 0.97450 -0.52313 -1.34550  -0.334
26 C 3.05320 -0.58172 -0.26096  -0.195
27 N 2.56711 0.48713 0.40208  0.002
28 H 3.62658 2.89111 2.41650  0.099
29 H 2.14718 2.03670 2.84417  0.094
30 H 2.24532 2.92814 1.31355  0.065
31 H 5.16506 1.03403 2.43111  0.133
32 H 6.06376 -0.92225 1.22827  0.106
33 H 4.16054 -3.57518 -2.40511  0.114
34 C -1.92165 0.48198 -4.78489  -0.043
35 C -0.63426 1.21838 -5.07675  -0.379
36 C 0.59914 0.35780 -4.95432  -0.062
37 O -0.52012 2.43388 -4.22506  -0.250
38 P -0.18270 2.62317 -2.73144  0.001
39 S 1.69468 2.14152 -2.06179  0.545
40 S -1.34214 1.55306 -1.45433  0.429
41 O -0.29331 4.14591 -2.46956  -0.300
42 C -1.29284 5.14679 -2.95337  -0.378
43 C -2.69323 4.68173 -2.62913  -0.050
44 C -1.07218 5.45187 -4.41696  -0.034
45 H -2.13790 -0.19117 -5.61426  0.102
46 H -2.75713 1.17490 -4.68478  0.091
47 H -1.84084 -0.11448 -3.87567  0.064
48 H -0.67874 1.65772 -6.07077  0.153
49 H 0.64446 -0.11382 -3.96893  0.029
50 H 1.50823 0.93532 -5.12232  0.092
51 H 0.54692 -0.43283 -5.70225  0.102
52 H -1.03119 6.01486 -2.35312  0.148
53 H -2.96888 3.81752 -3.23839  0.081
54 H -3.39475 5.48648 -2.84744  0.103
55 H -2.79402 4.42091 -1.57590  0.076
56 H -1.44068 4.64883 -5.05274  0.080
57 H -0.01434 5.61169 -4.62313  0.096
58 H -1.61019 6.36647 -4.66563  0.102

## Properties
- Total energy: -10179.35086 Ha
- HOMO (spin up / spin down): -13.83 / -13.87 eV
- Multiplicity: 1
- Total charge: +2
- Energy above the lowest of the compared OMol25 structures with the same formula, charge and spin: 16.77 kcal per mole

No. 2
Computed, not measured: a single C21H24ClFN2O molecule, with ωB97M-V/def2-TZVPD.

Each line ends with the Löwdin charge.
Positions of all 50 atoms, in Å:
1 O -0.70290 3.14168 0.86326  0.068
2 C -0.20608 2.15004 1.35505  -0.506
3 N 0.91763 1.57511 0.87732  0.110
4 H 1.25918 0.70839 1.26280  0.131
5 C 1.60210 2.03210 -0.31084  -0.280
6 C 3.01921 2.51230 0.02010  -0.140
7 C 3.88257 1.33791 0.47402  -0.172
8 C 3.81766 0.19607 -0.53743  -0.193
9 N 2.43784 -0.20442 -0.73622  -0.167
10 C 1.68084 0.88551 -1.32177  -0.132
11 H 0.67465 0.53180 -1.55822  0.112
12 H 2.14334 1.24925 -2.25746  0.135
13 C 2.29885 -1.44158 -1.48667  -0.135
14 C 0.90688 -1.99155 -1.33067  -0.159
15 C 0.44996 -2.39577 -0.08163  -0.236
16 C -0.82256 -2.89372 0.12113  -0.016
17 C -1.68306 -2.98971 -0.95820  -0.082
18 C -1.25854 -2.59441 -2.21439  -0.088
19 C 0.02259 -2.10079 -2.39507  -0.037
20 H 0.34790 -1.79428 -3.37875  0.115
21 H -1.92774 -2.66815 -3.05763  0.105
22 H -2.68230 -3.36905 -0.81383  0.112
23 H -1.12597 -3.19553 1.11107  0.124
24 F 1.27812 -2.29780 0.98417  0.063
25 H 3.01059 -2.16114 -1.07041  0.130
26 H 2.52905 -1.30841 -2.55825  0.130
27 H 4.37653 -0.66179 -0.15537  0.122
28 H 4.28396 0.51515 -1.48818  0.128
29 H 3.53172 0.97365 1.44039  0.109
30 H 4.91902 1.65811 0.59176  0.112
31 H 2.97568 3.27536 0.79814  0.118
32 H 3.45152 2.96371 -0.87511  0.116
33 H 1.00559 2.85703 -0.71366  0.149
34 C -0.77144 1.46456 2.59155  -0.084
35 H -1.59305 2.07941 2.96096  0.125
36 C -1.28153 0.04460 2.30112  -0.138
37 C -2.41618 0.07121 1.31703  -0.219
38 C -2.17041 0.14372 -0.04787  -0.046
39 C -3.21517 0.19967 -0.95119  -0.065
40 C -4.52658 0.17838 -0.51023  -0.108
41 C -4.77014 0.10495 0.85061  -0.668
42 C -3.73063 0.05483 1.76303  -0.059
43 H -3.94734 0.00257 2.81930  0.113
44 Cl -6.40276 0.07064 1.42360  0.666
45 H -5.34814 0.22029 -1.20764  0.102
46 H -3.00895 0.25944 -2.00900  0.109
47 H -1.15309 0.15572 -0.40499  0.097
48 H -0.46696 -0.56505 1.90851  0.093
49 H -1.61839 -0.40127 3.23915  0.119
50 H 0.00690 1.42127 3.35662  0.120

## Properties
- Total energy: -1559.47974 Ha
- HOMO: -8.89 eV
- Multiplicity: 1
- SMILES: O=C(CCc1cccc(Cl)c1)N[C@H]1CCCN(Cc2ccccc2F)C1

No. 3
Computed, not measured: a single C21H24ClN3O2 molecule, with ωB97M-V/def2-TZVPD.

Each line ends with the Löwdin charge.
Positions of all 51 atoms, in Å:
1 O 4.85163 -0.75726 -1.72917  0.062
2 C 4.62592 -1.10414 -0.58853  -0.488
3 N 4.92564 -0.33589 0.48838  0.077
4 H 4.62874 -0.65247 1.39850  0.128
5 C 5.12967 1.10100 0.35487  -0.122
6 C 3.77926 1.77076 0.42038  -0.228
7 C 3.03404 1.94296 -0.74005  -0.050
8 C 1.72501 2.38772 -0.67060  -0.079
9 C 1.14610 2.66731 0.55672  -0.090
10 C 1.89267 2.52284 1.71422  -0.079
11 C 3.20098 2.07460 1.64704  -0.062
12 H 3.77631 1.94839 2.55473  0.110
13 H 1.45005 2.74611 2.67387  0.103
14 H 0.11363 2.97508 0.60938  0.097
15 H 1.14727 2.50326 -1.57568  0.110
16 H 3.48121 1.70554 -1.69448  0.115
17 H 5.79097 1.43896 1.15560  0.122
18 H 5.60276 1.26698 -0.61433  0.123
19 C 3.91927 -2.41905 -0.25138  -0.102
20 N 2.47811 -2.24504 -0.11829  -0.146
21 C 2.06630 -1.54450 1.08440  -0.189
22 C 0.55250 -1.65012 1.25013  -0.111
23 C -0.12580 -1.01640 0.03545  -0.313
24 N -1.56725 -1.05388 0.15004  0.118
25 C -2.32233 0.05798 0.29411  -0.480
26 O -1.86618 1.17877 0.36202  0.058
27 C -3.79143 -0.23794 0.38931  -0.165
28 C -4.26954 -1.08207 1.38574  -0.033
29 C -5.62533 -1.32071 1.51887  -0.079
30 C -6.52018 -0.72037 0.64807  -0.079
31 C -6.06250 0.11655 -0.35359  -0.099
32 C -4.70279 0.35926 -0.47717  -0.598
33 Cl -4.13750 1.38376 -1.74302  0.735
34 H -6.75011 0.58482 -1.03975  0.105
35 H -7.57916 -0.90360 0.74782  0.106
36 H -5.98344 -1.97252 2.30105  0.104
37 H -3.56814 -1.53663 2.07068  0.117
38 H -2.01716 -1.95376 0.08710  0.150
39 C 0.35640 -1.74222 -1.21832  -0.112
40 C 1.87648 -1.64971 -1.30147  -0.177
41 H 2.23900 -2.19470 -2.17511  0.130
42 H 2.16151 -0.59231 -1.41743  0.113
43 H -0.08627 -1.29551 -2.10932  0.122
44 H 0.05948 -2.79202 -1.16715  0.120
45 H 0.14314 0.04488 -0.01788  0.134
46 H 0.24761 -1.13629 2.16299  0.121
47 H 0.26681 -2.70135 1.32250  0.120
48 H 2.55961 -2.01342 1.94141  0.125
49 H 2.32894 -0.47368 1.06146  0.107
50 H 4.09240 -3.12097 -1.07105  0.128
51 H 4.30574 -2.84959 0.67540  0.122

## Properties
- Total energy: -1589.62094 Ha
- HOMO: -8.49 eV
- Multiplicity: 1
- SMILES: O=C(CN1CCC(NC(=O)c2ccccc2Cl)CC1)NCc1ccccc1
- Energy above the lowest of the compared OMol25 structures with the same formula, charge and spin: 12.77 kcal per mole

No. 4
Computed, not measured: a single C21H24ClN3O3S molecule, with ωB97M-V/def2-TZVPD.

Each line ends with the Löwdin charge.
Positions of all 53 atoms, in Å:
1 C 4.55897 1.85497 3.43914  -0.409
2 H 5.56556 1.47171 3.31114  0.026
3 H 4.39724 2.13857 4.47571  0.033
4 H 4.39628 2.70330 2.77979  0.034
5 S 3.42371 0.51258 2.99207  0.806
6 C 1.84937 1.39741 3.29297  -0.477
7 C 0.62929 0.53198 3.02189  -0.207
8 C 0.45232 0.18414 1.54546  -0.294
9 N 1.24846 -0.97048 1.16074  0.091
10 H 2.24309 -0.77397 1.13693  0.076
11 C 0.72554 -1.46105 -0.09878  -0.265
12 C 1.19863 -2.83548 -0.47114  -0.084
13 C 1.13157 -4.02624 0.21595  -0.009
14 C 1.64218 -5.16774 -0.39068  -0.078
15 C 2.20164 -5.11610 -1.65624  -0.099
16 C 2.27360 -3.91242 -2.34560  -0.594
17 C 1.77115 -2.77311 -1.74455  -0.209
18 N 1.74845 -1.47124 -2.21166  0.188
19 C 1.15496 -0.62248 -1.32902  -0.375
20 O 1.01907 0.56953 -1.47507  0.115
21 H 2.09049 -1.19624 -3.12015  0.154
22 Cl 2.97857 -3.82887 -3.92304  0.694
23 H 2.58991 -6.01077 -2.11676  0.105
24 H 1.60363 -6.11257 0.12823  0.103
25 H 0.70272 -4.06439 1.20427  0.119
26 C -0.80691 -1.34217 0.11404  -0.045
27 C -1.50459 -0.76579 -1.10245  -0.375
28 O -1.59422 -1.27688 -2.18898  0.133
29 N -2.02705 0.45816 -0.75666  0.097
30 C -1.78774 0.81835 0.55313  -0.367
31 O -2.15103 1.83536 1.08205  0.130
32 C -0.97889 -0.28846 1.20122  -0.086
33 H -1.48118 -0.66123 2.09432  0.166
34 C -2.69462 1.29560 -1.74160  -0.223
35 H -2.74770 0.67169 -2.63828  0.147
36 C -1.91038 2.59057 -2.01821  -0.124
37 H -1.26985 2.49625 -2.89268  0.115
38 C -2.98349 3.66527 -2.16674  -0.186
39 C -4.02016 3.25253 -1.12684  -0.193
40 H -4.98394 3.73809 -1.27146  0.106
41 H -3.65029 3.48761 -0.12932  0.102
42 C -4.10350 1.73520 -1.29592  -0.123
43 H -4.40299 1.23694 -0.37527  0.113
44 H -4.82587 1.47894 -2.07138  0.113
45 H -2.59105 4.66605 -1.99607  0.108
46 H -3.41925 3.62789 -3.16693  0.112
47 H -1.27943 2.81788 -1.15953  0.115
48 H -1.22347 -2.31860 0.36272  0.168
49 H 0.68887 1.07260 0.93715  0.152
50 H -0.25066 1.09075 3.34847  0.121
51 H 0.69630 -0.39456 3.59444  0.119
52 H 1.86246 1.71072 4.33819  0.077
53 H 1.84424 2.28017 2.65099  0.084

## Properties
- Total energy: -2063.09951 Ha
- HOMO: -8.70 eV
- Multiplicity: 1
- SMILES: CSCC[C@H]1N[C@]2(C(=O)Nc3c(Cl)cccc32)[C@@H]2C(=O)N(C3CCCC3)C(=O)[C@@H]21
- Energy above the lowest of the compared OMol25 structures with the same formula, charge and spin: 0.00 kcal per mole

No. 5
Computed, not measured: 2 unconnected molecules or ions with the total composition C21H24ClN3O4 in a non-equilibrium geometry, with ωB97M-V/def2-TZVPD.

Each line ends with the Löwdin charge.
Positions of all 53 atoms, in Å:
1 N 0.86234 4.61328 3.73901  0.169
2 O -1.87750 -0.46489 -4.20996  0.034
3 O 1.25386 -4.57415 -2.39393  0.055
4 Cl 0.06665 1.55499 -0.87265  0.733
5 C 0.69282 3.76681 2.95559  -0.179
6 O -5.22805 2.09745 4.76193  0.046
7 O 5.13427 1.50321 -1.13285  0.056
8 C -1.45634 -1.33273 -3.46409  -0.565
9 C 0.83559 -3.60050 -3.01268  -0.472
10 C -2.85173 2.10822 5.11807  -0.016
11 C -3.76983 1.54493 2.95983  -0.007
12 C 4.17576 2.26245 0.93698  -0.010
13 C 2.76981 1.58155 -0.89131  -0.035
14 C -1.55776 1.92948 4.61362  -0.029
15 C -2.47974 1.36560 2.45007  -0.026
16 C 3.04084 2.54544 1.70446  -0.007
17 C 1.62575 1.86177 -0.13960  -0.556
18 C -3.95984 1.91880 4.28877  -0.322
19 C 4.04045 1.78373 -0.36546  -0.315
20 C -1.36218 1.55945 3.27398  -0.239
21 C 1.74584 2.36501 1.17363  -0.205
22 N 0.58797 -3.65659 -4.32983  0.016
23 N -0.19549 -1.26369 -3.03373  0.078
24 C -2.37863 -2.46533 -3.05494  0.015
25 C 0.76727 -4.85241 -5.15043  -0.052
26 C 0.03048 1.39226 2.71324  -0.118
27 C 0.49297 2.67102 1.98967  -0.276
28 C 0.10756 -2.36953 -0.83821  -0.033
29 C 0.60471 -2.25017 -2.28899  -0.246
30 H -5.20170 2.41496 5.67761  0.109
31 H 5.95021 1.72284 -0.65661  0.113
32 H -2.98463 2.39788 6.15490  0.111
33 H -4.63677 1.39940 2.32377  0.117
34 H 5.16046 2.41488 1.36533  0.115
35 H 2.67258 1.20348 -1.90287  0.114
36 H -0.70240 2.09086 5.26407  0.114
37 H -2.34995 1.08129 1.40941  0.107
38 H 3.18222 2.90915 2.71904  0.119
39 H 0.25718 -2.81639 -4.78049  0.129
40 H 0.27655 -0.41593 -3.30773  0.131
41 H -1.88326 -3.42823 -3.13961  0.073
42 H -2.70506 -2.30190 -2.03010  0.083
43 H -3.25005 -2.45506 -3.70812  0.088
44 H 0.16894 -5.67080 -4.74444  0.088
45 H 0.45710 -4.65459 -6.17765  0.085
46 H 1.81750 -5.15197 -5.14033  0.087
47 H 0.73157 1.13790 3.51549  0.131
48 H 0.02931 0.55251 2.01031  0.113
49 H -0.29894 3.00277 1.31231  0.122
50 H -0.83867 -2.90583 -0.79779  0.072
51 H -0.01226 -1.37981 -0.39744  0.050
52 H 0.83917 -2.92628 -0.25068  0.084
53 H 1.60303 -1.81654 -2.21864  0.148

## Properties
- Total energy: -1740.08478 Ha
- HOMO: -8.64 eV
- Multiplicity: 1
- SMILES: N#C[C@H](Cc1ccc(O)cc1)c1ccc(O)cc1Cl.CNC(=O)[C@H](C)NC(C)=O
- Energy above the lowest of the compared OMol25 structures with the same formula, charge and spin: 0.00 kcal per mole